Entry 1:
ORCA calculation (wB97M-V/def2-TZVPD) on a structure of composition C33H35BaN5O7Si.

Summary:
molar mass: 779.1 g mol⁻¹
net charge: -2
HOMO-LUMO gap: 6.0088 eV

Element x y z (Å)
Ba -0.3974 -0.2968 0.4793
O -3.7290 -0.1182 3.5456
C -2.5668 -0.3794 3.2179
O -1.7556 0.3874 2.6080
C -2.0248 -1.7650 3.6574
C -0.5103 -1.7651 3.8805
C -0.0881 -3.0009 4.6920
C -0.1657 -4.1181 3.6218
C -0.6904 -3.3320 2.4158
O 0.0151 -2.0812 2.5759
C -2.1751 -2.9672 2.6550
C -2.9409 -2.7576 1.3245
O -3.8933 -3.5147 1.1033
O -2.4699 -1.8709 0.5515
H -2.5540 -2.0070 4.5798
H -0.1027 -0.8137 4.2105
H 0.9281 -2.8872 5.0726
H -0.7552 -3.1709 5.5382
H 0.8226 -4.5286 3.4088
H -0.8319 -4.9362 3.8959
H -0.4617 -3.7433 1.4352
H -2.6754 -3.7969 3.1540
C 9.2794 -5.4958 -0.1249
O 8.6674 -4.2662 0.1747
C 8.1089 -3.5796 -0.8748
C 7.4345 -2.4022 -0.5451
C 6.8322 -1.6469 -1.5254
C 6.8899 -2.0465 -2.8651
C 7.5912 -3.1922 -3.1866
C 8.1904 -3.9763 -2.1996
N 6.4146 -1.2063 -3.9265
N 5.2387 -0.7729 -3.9648
C 4.1815 -1.1938 -3.1590
C 4.0126 -2.4701 -2.6170
C 2.8904 -2.8474 -1.9106
C 1.8350 -1.9353 -1.6459
O 0.8125 -2.1985 -0.9722
C 1.9612 -0.6032 -2.2784
N 0.9256 0.2477 -2.0808
C 0.9868 1.4455 -2.6086
C 2.0727 1.8816 -3.3863
C 3.1242 1.0353 -3.5949
C 3.0980 -0.2603 -3.0305
H 9.6164 -5.9112 0.8223
H 10.1421 -5.3681 -0.7877
H 8.5752 -6.1914 -0.5927
H 7.3791 -2.1055 0.4945
H 6.2905 -0.7483 -1.2583
H 7.6624 -3.4830 -4.2280
H 8.7139 -4.8773 -2.4871
H 4.7803 -3.2131 -2.7874
H 2.7927 -3.8529 -1.5217
H 0.1573 2.1133 -2.3985
H 2.0734 2.8844 -3.7949
H 3.9876 1.3368 -4.1724
C -1.8936 3.5897 0.4192
C -0.3982 3.6767 0.5648
C 0.2397 4.8814 0.8128
C 1.6333 4.8501 0.9367
C 2.3111 3.6639 0.8673
C 1.5951 2.4327 0.6810
N 0.2466 2.5170 0.4494
N 2.1269 1.2158 0.7160
Si 3.7416 0.8315 1.0761
C 3.9407 -1.0297 1.1261
C 4.2895 1.4307 2.7873
C 5.0126 1.4888 -0.1514
H -2.3661 4.5667 0.5279
H -2.2944 2.9077 1.1730
H -2.1545 3.1827 -0.5610
H -0.3234 5.8010 0.8987
H 2.1847 5.7720 1.0991
H 3.3877 3.6390 0.9728
H 3.1299 -1.4964 1.6925
H 4.8881 -1.2909 1.6105
H 3.9441 -1.4783 0.1308
H 3.6363 0.9951 3.5484
H 4.2464 2.5161 2.8983
H 5.3146 1.1072 2.9958
H 4.8078 1.0953 -1.1493
H 6.0268 1.1885 0.1326
H 4.9926 2.5795 -0.2174

Forces on the atoms, in the same order (eV/Å):
Ba -0.0843 0.1226 0.1321
O -0.0186 -0.0360 0.0024
C -0.0957 0.0764 -0.0635
O 0.0769 -0.0890 0.0429
C 0.0215 -0.0213 -0.0418
C -0.0013 -0.0095 -0.0205
C 0.0258 0.0264 0.0494
C 0.0267 -0.0641 -0.0274
C -0.0668 0.0691 0.0356
O -0.0984 -0.0488 -0.0328
C 0.0104 0.0168 0.0151
C 0.0391 0.0373 0.0122
O -0.0215 -0.0132 0.0364
O 0.1097 0.0538 0.0031
H 0.0064 0.0054 0.0101
H 0.0069 0.0066 -0.0075
H -0.0019 0.0005 0.0027
H 0.0023 -0.0032 -0.0004
H -0.0009 0.0005 0.0002
H 0.0061 -0.0038 0.0021
H -0.0183 -0.0122 -0.0035
H 0.0048 0.0020 0.0137
C 0.0002 -0.0118 -0.0048
O 0.0089 -0.0099 0.0309
C -0.0231 0.0494 -0.0275
C 0.0214 -0.0602 0.0098
C -0.0667 0.0423 -0.0159
C -0.0433 0.0178 -0.0941
C 0.0213 -0.0631 -0.0253
C -0.0147 0.0217 0.0046
N 0.0072 -0.0106 0.1191
N -0.0459 -0.0066 -0.0179
C 0.0952 0.0604 -0.0302
C 0.0289 -0.0728 0.0355
C 0.0453 0.0229 -0.0418
C -0.3486 0.3570 -0.2950
O 0.2830 -0.3131 0.1507
C -0.0373 -0.1383 0.0777
N 0.1573 0.0244 -0.1516
C 0.0056 -0.0017 -0.0238
C -0.0413 0.0493 0.0124
C 0.0463 -0.0561 0.0434
C 0.0077 0.0311 -0.0222
H -0.0003 0.0024 0.0026
H 0.0007 0.0017 0.0006
H 0.0018 0.0013 0.0025
H 0.0026 -0.0023 0.0031
H 0.0129 -0.0076 -0.0085
H 0.0059 -0.0054 0.0084
H 0.0010 0.0012 0.0033
H 0.0031 -0.0131 0.0209
H 0.0073 -0.0010 0.0083
H 0.0167 0.0090 -0.0094
H -0.0111 -0.0021 0.0059
H 0.0014 -0.0091 0.0014
C 0.0050 0.0007 -0.0055
C -0.0216 -0.0181 -0.0718
C -0.0301 -0.0038 -0.0245
C 0.0436 0.0153 0.0083
C -0.0184 -0.0028 -0.0040
C -0.0742 -0.0176 -0.0905
N 0.0309 -0.0203 0.1738
N 0.0431 0.0259 0.0044
Si -0.1116 -0.0336 0.1578
C 0.0328 -0.0627 -0.0192
C 0.0108 0.0043 0.0361
C 0.0656 0.0582 -0.0626
H -0.0044 -0.0034 0.0019
H -0.0020 0.0009 0.0018
H -0.0039 0.0035 -0.0042
H 0.0007 0.0007 0.0016
H -0.0063 -0.0005 0.0001
H -0.0102 0.0065 0.0189
H 0.0038 0.0129 0.0172
H -0.0136 -0.0233 -0.0013
H -0.0162 0.0153 -0.0162
H 0.0074 0.0059 0.0097
H -0.0107 0.0075 -0.0145
H -0.0031 0.0071 0.0123
H -0.0145 0.0022 -0.0593
H 0.0006 0.0094 0.0130
H 0.0183 -0.0136 -0.0170

***

Entry 2:
ORCA calculation (wB97M-V/def2-TZVPD) on a structure of composition C33H35Br63NO2P in a non-equilibrium geometry.

Summary:
molar mass: 5542.6 g mol⁻¹
HOMO-LUMO gap: 7.3893 eV

Element x y z (Å)
C -7.2566 -6.5961 -3.4306
C -6.3809 -5.8731 -4.4846
P -7.3868 -4.6742 -5.4904
C -6.1610 -3.5161 -6.2545
C -6.0887 -2.2833 -5.2951
N -8.3173 -5.5777 -6.7592
C -9.5694 -5.9680 -6.0810
O -10.0056 -7.0764 -5.9608
C -10.1557 -4.6005 -5.6608
C -10.9588 -4.2069 -4.6373
C -11.2748 -2.8438 -4.5773
C -10.7933 -1.9299 -5.4891
C -9.9819 -2.3426 -6.5609
C -9.6866 -3.6656 -6.6238
C -8.8746 -4.5131 -7.6190
O -8.7216 -4.3714 -8.7952
H -7.6973 -7.4792 -3.9108
H -8.0319 -5.9149 -3.0614
H -6.6222 -6.9404 -2.6058
H -5.6401 -5.2588 -3.9503
H -5.8569 -6.5544 -5.1687
H -5.1594 -3.9383 -6.4143
H -6.4780 -3.1169 -7.2300
H -5.1527 -1.7321 -5.4001
H -6.2322 -2.6792 -4.2790
H -6.9288 -1.5966 -5.4671
H -11.3301 -4.9366 -3.9233
H -11.9248 -2.4756 -3.7905
H -11.0291 -0.8395 -5.4160
H -9.5897 -1.6605 -7.3109
C -3.6185 -0.8114 -2.3453
Br -3.9131 -1.9523 -0.8198
Br -2.5959 -1.7006 -3.7210
Br -5.2690 -0.0930 -3.0349
H -3.0252 0.0291 -2.0042
C -0.9113 2.0928 0.0661
Br -2.6936 1.5721 0.6055
Br -0.6678 1.9280 -1.8390
Br -0.4582 3.8593 0.6891
H -0.2231 1.4017 0.5380
C 2.4046 -0.6479 2.0999
Br 2.8381 -1.3795 3.8257
Br 0.5888 -1.0504 1.5876
Br 2.7735 1.2467 2.0072
H 3.0521 -1.1319 1.3796
C 4.0950 1.1148 7.3609
Br 3.5028 1.7828 5.6553
Br 3.6138 -0.7361 7.6101
Br 5.9830 1.4070 7.6329
H 3.5770 1.6819 8.1241
C -1.9169 -5.2414 -6.8203
Br -2.0576 -3.3343 -7.0624
Br -2.6487 -5.7954 -5.1253
Br -2.7048 -6.2051 -8.2907
H -0.8631 -5.4835 -6.8062
C 5.3581 -4.5457 1.8504
Br 5.7795 -5.2637 3.5879
Br 3.5260 -4.8948 1.3567
Br 5.7701 -2.6665 1.7390
H 5.9863 -5.0542 1.1322
C 0.7882 1.6010 -5.5742
Br -0.9796 1.0984 -4.9946
Br 0.9875 1.4116 -7.4826
Br 1.2723 3.3680 -4.9795
H 1.4816 0.9099 -5.1128
C 7.7411 2.4498 10.6673
Br 8.2309 4.2491 10.1927
Br 9.2873 1.3744 11.0508
Br 6.4502 2.4046 12.0996
H 7.2620 2.0153 9.8007
C 4.3284 -1.5348 -7.5818
Br 4.9500 0.1950 -8.1719
Br 3.4302 -1.4347 -5.8741
Br 3.2356 -2.3963 -8.9145
H 5.2039 -2.1532 -7.4402
C -3.5111 5.6671 -2.0517
Br -4.1824 3.8605 -2.0567
Br -3.1268 6.2847 -0.2650
Br -1.9909 5.8639 -3.2223
H -4.2973 6.2985 -2.4415
C 0.8408 2.6043 9.8008
Br 0.2974 3.2885 8.0846
Br 0.3533 0.7508 10.0125
Br 2.7242 2.8900 10.1114
H 0.3053 3.1650 10.5546
C 2.0974 4.7966 -9.3163
Br 2.9041 5.1031 -11.0429
Br 3.0518 5.7146 -7.9162
Br 0.2225 5.2370 -9.3101
H 2.1756 3.7369 -9.1108
C 6.4301 6.7853 7.5458
Br 5.9725 4.9118 7.5160
Br 6.6404 7.4493 9.3454
Br 7.9841 7.1486 6.4650
H 5.6014 7.3222 7.1054
C 9.7097 2.5929 6.7563
Br 9.1161 3.2382 5.0404
Br 9.3277 0.7178 6.9808
Br 11.5612 3.0133 7.0782
H 9.1369 3.1221 7.5090
C 1.6249 -1.5399 -12.7803
Br 0.7211 -3.2381 -12.9020
Br 1.0997 -0.5688 -11.1997
Br 3.5396 -1.7387 -12.8919
H 1.3157 -0.9517 -13.6332
C 1.3088 -2.6970 11.3927
Br 0.4657 -3.5614 12.8957
Br 3.1885 -2.3983 11.6991
Br 0.9985 -3.6602 9.7495
H 0.8481 -1.7247 11.2873
C 5.8463 7.6607 -10.1983
Br 6.6784 8.1321 -8.5233
Br 4.9032 9.1522 -10.9723
Br 7.1114 6.8943 -11.4348
H 5.1098 6.8969 -9.9828
C -12.4723 0.9592 -2.2068
Br -12.1083 0.0146 -0.5664
Br -12.1531 2.8541 -2.0296
Br -11.4973 0.1937 -3.6925
H -13.5252 0.8332 -2.4198
C 7.3321 4.7730 15.2754
Br 6.0806 4.6799 16.7392
Br 7.1226 6.3980 14.2580
Br 9.1487 4.5270 15.8726
H 7.1037 3.9519 14.6091
C 12.0234 4.0864 12.3636
Br 13.1141 2.9784 13.5044
Br 12.1366 5.9488 12.8494
Br 12.4237 3.8174 10.4993
H 10.9957 3.7796 12.5127
C 0.0760 -5.4015 5.8640
Br 1.3643 -4.2267 5.0463
Br 0.7888 -6.2023 7.4676
Br -1.5996 -4.5067 6.1925
H -0.1225 -6.2030 5.1657

Forces on the atoms, in the same order (eV/Å):
C 0.4698 -0.1573 -0.8149
C -0.1154 -0.1541 -0.6530
P 0.2241 0.6395 1.6912
C 0.2156 0.6283 -0.6879
C -0.4759 -1.0477 -0.0594
N 0.3913 -0.8755 -0.9869
C -0.2295 0.8724 0.9613
O 0.5264 0.8571 0.0221
C 0.0821 -0.3567 -1.4748
C -0.3968 -0.1091 0.0006
C -0.3548 0.1282 0.4802
C 0.4388 0.7166 -0.7924
C -0.2108 0.3775 -0.0489
C -0.4261 -1.9584 -0.5956
C 0.1477 1.3128 0.7916
O 0.1512 -0.1992 0.6401
H -0.2101 0.2362 0.3380
H 0.1030 -0.2671 0.0458
H -0.2452 0.0787 -0.0827
H -0.1159 0.0851 -0.4178
H 0.0713 -0.0431 0.4436
H -0.2651 -0.1141 0.1271
H -0.0977 -0.5285 0.1003
H -0.0913 -0.2356 0.0689
H 0.4222 0.5136 -0.0204
H 0.1742 -0.2015 -0.0382
H -0.0294 0.2577 -0.0015
H 0.1238 -0.1685 0.0071
H 0.2608 -1.6567 -0.6631
H -0.1763 0.0190 0.1623
C 0.0833 0.0701 0.0335
Br -0.0045 0.0364 -0.1436
Br -0.2310 -0.1327 0.1781
Br 0.1573 0.2088 0.2914
H -0.0181 -0.0379 0.0136
C 0.1144 0.0450 0.0953
Br 0.1974 -0.0055 -0.0250
Br -0.1333 -0.0236 0.3019
Br 0.0146 -0.1744 -0.0315
H -0.0745 0.0577 -0.0117
C 0.1080 -0.1070 0.0002
Br -0.0536 0.1429 -0.1230
Br 0.0591 0.0031 0.0562
Br -0.1142 -0.1248 -0.0251
H -0.0236 0.0153 0.0197
C -0.2708 0.0138 -0.0163
Br 0.1522 0.0353 0.1664
Br 0.0669 0.1020 0.0007
Br -0.1865 -0.1896 -0.2164
H 0.0791 -0.1199 -0.1477
C 0.0333 -0.0446 -0.0297
Br 0.0020 -0.0394 0.0025
Br 0.0333 0.0604 -0.0926
Br 0.0013 0.0894 0.1250
H -0.0356 0.0179 -0.0008
C -0.0450 -0.0297 0.0365
Br -0.0733 0.0814 -0.0999
Br 0.0796 0.0665 0.0606
Br 0.0435 -0.0539 -0.0289
H -0.0264 0.0240 0.0192
C 0.0272 0.0877 0.0355
Br 0.2068 0.0772 -0.3986
Br -0.0118 -0.0047 0.0196
Br -0.0562 -0.0785 -0.0662
H -0.0123 0.0046 -0.0606
C 0.1103 0.0002 -0.0548
Br 0.1551 -0.0974 0.2682
Br -0.0087 0.0284 0.0762
Br 0.0261 0.0270 -0.0787
H -0.0397 -0.0027 0.1127
C 0.0069 -0.0001 -0.0821
Br -0.1089 -0.1334 0.0582
Br 0.0355 0.0048 -0.0895
Br 0.1187 0.0561 0.2271
H -0.0287 0.0357 0.0337
C 0.0099 0.0137 -0.0098
Br 0.0311 0.0941 -0.0320
Br -0.1067 0.0130 -0.1515
Br -0.0640 -0.0643 0.1007
H 0.0360 -0.0179 0.0080
C -0.0428 0.0275 -0.0462
Br 0.0743 -0.0900 0.0927
Br 0.0353 0.1074 -0.0976
Br -0.1059 0.0928 0.2182
H 0.0424 -0.0268 -0.0050
C -0.0494 -0.0545 0.0172
Br -0.0326 0.0188 0.1028
Br 0.0054 0.0107 -0.1029
Br 0.1471 -0.0152 -0.0007
H 0.0026 0.0412 0.0085
C -0.0338 0.0077 -0.0261
Br -0.0674 0.1445 -0.1767
Br -0.0025 -0.0203 -0.1056
Br -0.0665 -0.0654 0.1061
H 0.0330 -0.0053 0.0213
C -0.1033 0.1667 0.0631
Br 0.0388 -0.0649 0.1042
Br 0.2082 0.0557 -0.0119
Br -0.0864 -0.1056 -0.1337
H 0.0227 0.0111 -0.0378
C 0.0136 0.0140 -0.0270
Br 0.0762 0.0998 0.0496
Br -0.0798 0.0070 -0.1475
Br -0.1200 0.0007 0.0271
H 0.0096 -0.0217 0.0314
C 0.0038 0.0187 -0.0451
Br 0.0683 0.0350 -0.1012
Br -0.1181 -0.0141 -0.0336
Br 0.0641 0.1081 0.2114
H 0.0372 -0.0281 0.0520
C -0.0438 -0.0295 0.0293
Br -0.0518 -0.0249 -0.1246
Br 0.0760 -0.0977 0.0506
Br -0.0776 0.0634 0.0780
H 0.0210 0.0317 -0.0026
C 0.0649 0.1654 0.0027
Br 0.0056 0.0529 -0.1214
Br -0.0036 -0.1459 -0.0008
Br -0.5094 1.0268 1.3454
H 0.0444 0.0020 -0.0042
C -0.0024 -0.0231 -0.0272
Br 0.0875 0.0281 -0.0847
Br 0.0403 -0.1172 0.0715
Br -0.0968 0.0401 -0.0782
H 0.0216 0.0372 0.0092
C -0.0493 0.0331 0.0021
Br -0.0618 0.0787 -0.0773
Br -0.0043 -0.1225 -0.0072
Br -0.0336 0.0073 0.1573
H 0.0318 0.0107 -0.0095
C 0.0536 -0.0145 0.0019
Br -0.1613 -0.0750 0.0134
Br -0.0906 -0.0466 -0.1462
Br 0.1298 -0.0378 0.0164
H 0.0121 0.0219 0.0318